Below is a cluster of 8 separate species, C45H33Br2O18P in total in a non-equilibrium geometry, with properties calculated with ωB97M-V/def2-TZVPD.

Structure (XYZ):
```
99
Properties=species:S:1:pos:R:3
O -2.0817 2.5755 2.5934
C -2.5687 2.3770 1.4440
O -2.2606 1.3723 0.6823
P -3.7820 3.6920 0.6582
O -4.9831 2.4839 0.1575
C -6.1965 2.8551 0.6778
C -5.9191 3.1884 2.1290
Br -5.8107 1.4500 3.0934
Br -7.2289 4.4722 2.9065
O -4.7315 3.7412 2.2211
H -3.0518 3.5507 -0.5379
H -2.9077 4.7566 1.1370
H -4.6397 4.7222 0.0895
H -6.8960 2.0365 0.5438
H -6.6255 3.7136 0.1598
C -2.3858 1.1754 -4.1275
C -1.7628 0.0773 -4.5491
C -0.7620 -0.6167 -3.7040
O -0.1969 -1.6202 -4.1162
C -0.4808 -0.0523 -2.3717
C -1.0926 1.0539 -1.9417
C -2.0883 1.7588 -2.7912
O -2.6385 2.7511 -2.3799
H -3.1184 1.6987 -4.7296
H -1.9497 -0.3594 -5.5230
H 0.2362 -0.5894 -1.7634
H -0.9322 1.4778 -0.9555
C -2.5474 -1.5319 1.6453
C -1.4393 -2.2406 1.3900
C -1.3692 -3.6888 1.6552
O -0.3680 -4.3491 1.4343
C -2.5829 -4.3514 2.2037
C -3.6933 -3.6677 2.4537
C -3.7632 -2.1985 2.2011
O -4.7863 -1.5913 2.4336
H -2.6013 -0.4534 1.4418
H -0.5505 -1.7720 0.9721
H -2.5093 -5.4173 2.3860
H -4.5830 -4.1359 2.8530
C 1.1083 1.3194 2.2693
C 1.8888 1.7414 3.2658
C 3.2218 1.1559 3.5046
O 3.9438 1.5344 4.4152
C 3.6785 0.0725 2.5981
C 2.9140 -0.3603 1.6019
C 1.5706 0.2343 1.3638
O 0.8757 -0.1547 0.4453
H 0.1074 1.7319 2.0845
H 1.5776 2.5274 3.9426
H 4.6613 -0.3382 2.7958
H 3.2254 -1.1478 0.9291
C 2.7353 1.2070 -7.4310
C 1.4497 1.5146 -7.5744
C 0.4072 0.4581 -7.6294
O -0.7644 0.7364 -7.7610
C 0.8545 -0.9530 -7.5069
C 2.1402 -1.2588 -7.3631
C 3.1827 -0.2044 -7.3158
O 4.3564 -0.4834 -7.1897
H 3.5119 1.9594 -7.3885
H 1.1006 2.5359 -7.6561
H 0.0773 -1.7053 -7.5364
H 2.4874 -2.2796 -7.2705
C 7.3998 5.0076 7.3451
C 7.9787 4.0407 8.0491
C 7.5290 2.6288 7.9334
O 8.0646 1.7531 8.5823
C 6.4122 2.3406 7.0036
C 5.8284 3.3051 6.2961
C 6.2781 4.7165 6.4106
O 5.7616 5.6062 5.7721
H 7.7100 6.0430 7.4129
H 8.7964 4.2282 8.7340
H 6.0992 1.3069 6.9321
H 5.0106 3.1017 5.6153
C 5.8479 1.2102 -2.5191
C 5.5661 2.0460 -3.5125
C 4.1827 2.5427 -3.7309
O 3.9344 3.3031 -4.6425
C 3.1313 2.0704 -2.7988
C 3.4128 1.2316 -1.8040
C 4.7938 0.7365 -1.5826
O 5.0785 -0.0270 -0.6827
H 6.8479 0.8347 -2.3412
H 6.3181 2.4026 -4.2053
H 2.1298 2.4410 -2.9758
H 2.6515 0.8734 -1.1242
C -6.4219 -8.0926 1.5560
C -6.8278 -8.6408 0.4149
C -6.2234 -8.2521 -0.8852
O -6.5985 -8.7570 -1.9231
C -5.1499 -7.2291 -0.8620
C -4.7411 -6.6790 0.2788
C -5.3440 -7.0696 1.5791
O -4.9747 -6.5752 2.6219
H -6.8482 -8.3592 2.5148
H -7.6099 -9.3884 0.3740
H -4.7250 -6.9593 -1.8202
H -3.9621 -5.9284 0.3180
```

Computed properties:
**Total charge**: -2
**E_LUMO**: 0.039 Eh
**M**: 1052.52 u
**Frontier orbital gap**: 1.9 eV